(1)
ORCA calculation (the ωB97M-V functional and the def2-TZVPD basis) on C23H62BaCuO9 as an isolated structure at a distorted geometry.

Positions of all 96 atoms, in Å:
Cu 1.533647 -0.175326 1.146424
Ba -0.283437 1.379986 -1.725167
C -1.052870 -0.872755 0.500223
O -0.126118 0.118934 0.579031
H -0.722284 -1.905065 0.867131
H -1.949134 -0.402785 0.970255
H -1.314408 -1.061725 -0.586459
C 0.325945 -0.806402 -4.823684
O -0.227405 -0.139729 -3.793484
H -0.043211 -1.858930 -5.043849
H -0.007793 -0.299913 -5.732372
H 1.384227 -0.826614 -4.871292
C -3.767851 0.401537 -5.072588
C -3.787863 0.880342 -3.629533
C -4.709991 0.091281 -2.728046
O -2.360161 1.019896 -3.214798
H -3.208693 0.972183 -5.775351
H -4.751309 0.383799 -5.523480
H -3.302893 -0.654572 -5.074887
H -4.117233 1.910937 -3.601072
H -4.669948 -0.992269 -2.848875
H -5.703156 0.417411 -2.998434
H -4.578518 0.455412 -1.740830
H -1.693113 0.421570 -3.649229
C 1.997204 -2.845302 -0.025542
C 2.147990 -3.363711 -1.477104
C 2.921341 -4.668980 -1.635993
O 0.804092 -3.511716 -2.004674
H 1.659817 -3.609094 0.746777
H 1.322459 -1.951986 0.047234
H 2.978541 -2.506236 0.287298
H 2.588096 -2.567064 -2.063401
H 3.993018 -4.358481 -1.469860
H 2.942908 -5.055102 -2.590611
H 2.594826 -5.390436 -0.893439
H 0.831882 -3.309954 -2.948406
C 4.469695 1.190427 0.564228
C 4.302272 0.826191 2.023247
C 3.756352 2.020830 2.806577
O 3.381360 -0.296534 2.047079
H 3.566765 1.731033 0.293772
H 4.662121 0.336867 -0.110154
H 5.377587 1.762754 0.377610
H 5.245786 0.442579 2.385278
H 3.929905 1.870712 3.853302
H 2.678229 2.167401 2.573892
H 4.111125 2.964635 2.483195
H 3.754228 -1.103886 2.428556
C 2.300947 2.144577 -5.083419
C 2.508279 1.476157 -3.740452
C 3.931384 1.118599 -3.621244
O 1.973897 2.330663 -2.680620
H 2.789275 1.617049 -5.920998
H 2.870785 3.089438 -5.049931
H 1.227222 2.295838 -5.317043
H 1.880525 0.535760 -3.638734
H 4.190969 0.923058 -2.562906
H 4.497759 1.961828 -4.040199
H 4.039361 0.202267 -4.167768
H 2.339441 3.243289 -2.794146
C -2.526184 -4.340192 4.147794
C -1.968591 -4.931063 5.402467
C -1.917664 -6.485712 5.403716
O -0.686177 -4.407235 5.579987
H -3.580348 -4.576313 3.941517
H -1.991505 -4.845623 3.331748
H -2.357814 -3.290584 4.165162
H -2.575558 -4.572162 6.284067
H -1.538343 -6.729784 6.372381
H -1.117396 -6.851657 4.694772
H -2.909283 -6.929624 5.316624
H -0.091962 -4.896741 5.051000
C 0.503594 5.146153 -0.294334
C 0.876897 4.120550 0.733470
C -0.147221 4.285772 1.781028
O 0.873899 2.767773 0.189738
H -0.504684 4.964374 -0.731097
H 1.119242 5.108254 -1.169009
H 0.533333 6.203901 0.094327
H 1.874757 4.262731 1.086527
H -0.091801 3.668744 2.666826
H -1.134658 4.024938 1.326116
H -0.073093 5.326461 2.152005
H 0.624554 2.191811 0.890946
C -3.564653 3.070737 3.118948
C -3.205744 1.727706 3.738054
C -4.299691 0.657844 3.487548
O -1.941970 1.336668 3.261380
H -3.074267 3.151131 2.111876
H -3.198979 3.890740 3.712144
H -4.621980 3.210395 2.867227
H -3.234127 1.991711 4.815999
H -4.349988 -0.211131 4.145148
H -4.183915 0.195939 2.468616
H -5.277028 1.117577 3.513861
H -1.675560 0.475209 3.630379

Forces on the atoms, in the same order (eV/Å):
Cu 1.854 -0.179 1.061
Ba -0.363 -0.797 -0.590
C -1.691 -1.228 -0.820
O 1.284 1.625 -0.425
H -0.727 1.403 -0.022
H 0.079 -1.364 0.065
H -0.024 -0.096 0.669
C -2.056 -0.844 -2.120
O -0.009 0.454 2.290
H 0.313 0.577 0.814
H 0.317 0.068 -0.727
H 1.516 -0.143 0.190
C 0.221 -2.270 0.416
C 1.806 0.579 -1.102
C 0.289 0.146 -0.950
O -2.025 0.251 0.833
H 0.867 0.831 -0.074
H -0.470 -0.393 0.215
H -0.898 1.402 -0.153
H -0.200 0.310 0.008
H 0.292 0.099 0.268
H -0.489 -0.079 -0.204
H 0.245 -0.198 1.235
H -0.027 -0.669 -0.719
C -0.110 -0.574 0.464
C -1.901 -0.163 -0.111
C 1.640 2.250 2.618
O 0.234 0.069 0.205
H 0.238 0.721 -1.200
H 0.333 -0.985 -0.497
H 0.357 0.032 0.224
H 0.557 0.241 -0.079
H -0.748 -0.709 0.299
H -0.553 -0.810 -2.165
H 0.096 -0.194 -0.071
H -0.097 -0.082 0.155
C 0.541 -0.360 -0.521
C 0.345 0.204 -1.009
C -1.159 -1.212 -0.380
O -1.048 -0.125 0.132
H 0.014 0.175 -0.639
H -0.618 -0.033 0.500
H -0.224 0.656 0.343
H 0.209 0.108 0.507
H -0.226 0.204 0.624
H 0.306 -0.659 0.410
H 1.212 0.747 -0.295
H -0.076 0.396 -0.100
C -0.346 0.249 -0.446
C -2.079 -1.078 -0.381
C 0.625 0.566 1.446
O 1.084 1.091 -0.473
H -0.399 -0.193 0.461
H -0.520 0.077 -0.014
H 0.688 0.075 0.081
H 0.587 1.282 -0.151
H 0.132 0.153 -0.525
H 0.496 -0.555 0.230
H 0.586 -0.321 -0.477
H -0.348 -1.080 0.155
C -0.590 -1.487 -0.960
C -1.336 -0.748 0.857
C 0.738 1.143 -0.133
O 0.027 1.117 1.349
H 0.150 0.189 0.404
H 0.104 0.543 -0.192
H 0.057 0.892 -0.278
H 0.621 -0.456 -0.717
H 0.192 -0.458 0.773
H -1.255 0.236 0.248
H 0.231 -0.132 -0.470
H 1.066 -0.820 -0.904
C -0.493 0.824 -1.245
C -0.177 -0.318 -0.327
C -1.310 0.064 1.127
O 0.208 1.668 -0.814
H 0.298 0.101 0.723
H 0.862 0.085 -0.501
H -0.008 -1.253 -0.253
H 0.757 0.431 0.370
H 0.422 -0.498 0.196
H 0.550 0.699 0.442
H -0.539 -0.473 -0.294
H -0.514 -1.003 1.176
C 0.444 -0.106 -2.268
C -1.831 -0.064 0.932
C 0.420 -0.416 -1.315
O 0.709 -0.354 0.120
H -0.208 -0.097 0.765
H 0.038 0.358 0.221
H 0.097 -0.145 0.588
H 0.544 -0.765 -0.144
H 0.448 0.253 0.412
H -0.020 0.661 0.647
H -0.284 0.147 0.070
H -0.349 0.532 -0.084

Values from the calculation:
Net charge = +1
HOMO energy = -10.507 eV
LUMO level = -2.1934 eV
Electronic energy = -3256.41242 a.u.

Atomic partial charges in e from the Mulliken method, atoms 1 to 2:
1. Cu -0.16
2. Ba 1.72

(2)
ORCA calculation (the ωB97M-V functional and the def2-TZVPD basis) on C20H29Cl2F4N3OS3Sc as an isolated structure.

Positions of all 63 atoms, in Å:
Sc -0.221288 0.801451 0.491553
C -3.421214 -0.021498 -2.581317
C -2.464037 0.601180 -1.576824
N -1.151185 -0.094991 -1.424951
C -0.410934 -0.124612 -2.720225
C -0.283164 1.207348 -3.433776
C -1.305688 -1.499315 -0.977954
C -2.103834 -1.585333 0.311593
N -1.676159 -0.497878 1.188250
C -2.542688 -0.129553 2.195347
C -2.469158 1.192409 2.625623
F -1.529439 1.954998 1.960198
C -3.226984 1.734579 3.631158
F -3.051260 3.011293 3.977129
C -4.161724 0.944676 4.271513
C -4.273885 -0.371174 3.866930
F -5.156286 -1.166919 4.469958
C -3.486469 -0.913744 2.862366
F -3.618460 -2.216114 2.569394
H -4.340031 0.564228 -2.600301
H -3.016005 -0.027683 -3.592852
H -3.695309 -1.043119 -2.315525
H -2.237094 1.629646 -1.851614
H -2.937139 0.641931 -0.595221
H 0.570965 -0.532860 -2.495403
H -0.907206 -0.847793 -3.375873
H 0.144857 1.973644 -2.792143
H 0.379381 1.077296 -4.291311
H -1.234614 1.568382 -3.823543
H -1.779575 -2.108228 -1.752781
H -0.293713 -1.894024 -0.849883
H -3.172530 -1.496942 0.088531
H -1.964940 -2.574566 0.753055
H -4.781521 1.338229 5.063831
Cl 1.557471 2.283341 2.405231
C 1.247512 1.707296 4.076808
Cl 0.295612 0.233312 4.095791
H 0.701054 2.495785 4.578417
H 2.210843 1.524148 4.535019
C 3.921788 -1.340558 -2.421728
C 3.591277 0.099026 -2.804980
S 2.689832 1.132687 -1.628512
C 3.727151 1.118451 -0.163056
C 3.644313 -0.110617 0.749147
S 1.969885 -0.733355 1.063761
C 2.020094 -2.522520 0.762632
C 2.871394 -3.035378 -0.391641
S 2.480088 -2.376067 -2.027375
H 4.621956 -1.376212 -1.588832
H 4.434307 -1.798531 -3.268293
H 2.953588 0.110042 -3.692011
H 4.515860 0.606048 -3.087627
H 3.422539 2.005612 0.392340
H 4.773461 1.277440 -0.431633
H 4.090135 0.133641 1.713237
H 4.207455 -0.944861 0.343011
H 0.972767 -2.795701 0.626814
H 2.352879 -3.002003 1.684082
H 2.711232 -4.114457 -0.432335
H 3.935173 -2.909663 -0.194462
O -0.020346 4.861285 -1.107880
C -0.036714 3.759627 -0.720796
N -0.044276 2.617242 -0.340063

Forces on the atoms, in the same order (eV/Å):
Sc 0.100 -0.182 -0.507
C -0.015 -0.024 -0.018
C 0.012 0.002 -0.002
N -0.042 0.093 -0.013
C -0.010 0.015 0.020
C 0.018 0.007 -0.029
C -0.090 -0.007 0.033
C -0.005 0.031 -0.033
N 0.107 -0.086 -0.005
C 0.001 0.060 0.079
C -0.017 -0.102 -0.017
F 0.011 0.060 0.129
C 0.004 0.023 0.008
F 0.012 -0.005 -0.017
C -0.030 0.012 0.033
C -0.018 -0.015 0.015
F 0.018 -0.009 -0.016
C 0.007 0.030 -0.002
F 0.006 -0.001 -0.006
H 0.011 0.005 0.002
H -0.001 0.006 0.003
H 0.002 0.009 0.001
H -0.007 0.009 -0.007
H -0.005 -0.006 0.006
H 0.045 -0.003 0.010
H -0.011 -0.001 -0.009
H 0.000 0.000 0.015
H -0.008 -0.011 0.009
H -0.001 -0.004 0.010
H 0.014 -0.008 -0.020
H 0.014 0.009 -0.003
H -0.003 0.003 0.013
H 0.025 -0.011 0.019
H 0.004 -0.004 -0.007
Cl -0.106 0.014 0.069
C 0.070 0.059 -0.034
Cl -0.026 -0.019 0.053
H -0.013 0.011 0.015
H 0.004 -0.012 0.025
C 0.048 0.049 -0.010
C 0.001 -0.081 -0.036
S -0.040 0.011 -0.044
C 0.016 -0.022 0.067
C 0.047 -0.004 -0.002
S -0.101 0.007 0.198
C 0.036 -0.054 0.027
C -0.023 -0.089 0.030
S 0.003 0.010 -0.026
H -0.024 0.004 -0.004
H -0.018 -0.016 -0.008
H -0.005 -0.002 0.005
H 0.006 0.024 0.036
H -0.007 -0.004 -0.016
H -0.008 -0.013 -0.053
H -0.031 -0.002 0.016
H -0.007 0.013 -0.014
H 0.020 0.008 -0.012
H 0.003 0.042 0.022
H 0.006 0.008 -0.024
H -0.002 0.029 -0.021
O 0.004 -0.023 0.010
C -0.015 -0.015 -0.001
N 0.014 0.171 0.041

Values from the calculation:
Net charge = +1
HOMO energy = -11.000 eV
LUMO level = -2.6242 eV
Energy relative to the best compared isomer or geometry (same formula, charge and spin) = 16.4 kJ/mol
Electronic energy = -4294.04261 a.u.

Atomic partial charges in e from the natural (NBO) method, atoms 1 to 2:
1. Sc 1.70
2. C -0.64